{"formula": "C55H73BrClIrN2OSi", "method": "ωB97M-V/def2-TZVPD", "symbols": ["Ir", "C", "C", "C", "C", "C", "C", "C", "C", "C", "C", "C", "C", "N", "C", "C", "N", "C", "C", "C", "C", "C", "C", "C", "C", "C", "C", "C", "C", "H", "H", "H", "H", "H", "H", "H", "H", "H", "H", "H", "H", "H", "H", "H", "H", "H", "H", "H", "H", "H", "H", "H", "H", "H", "H", "H", "H", "H", "H", "H", "H", "H", "H", "H", "H", "C", "C", "C", "C", "C", "C", "C", "Br", "C", "O", "C", "C", "C", "C", "C", "C", "H", "H", "H", "H", "H", "H", "H", "H", "H", "H", "H", "H", "H", "H", "H", "H", "H", "H", "H", "H", "Cl", "C", "C", "C", "C", "C", "C", "C", "H", "H", "H", "H", "H", "H", "C", "Si", "C", "C", "C", "C", "C", "C", "C", "H", "H", "H", "H", "H", "H", "H", "H", "H", "H", "H"], "positions_angstrom": [[0.45048, 0.00399, -0.95468], [-4.05132, 0.66839, 1.63862], [-2.83532, 1.50289, 1.22952], [-3.25392, 2.98019, 1.17932], [-1.64682, 1.42029, 2.16552], [-1.83552, 1.17149, 3.51212], [-0.78882, 1.27379, 4.41352], [0.43148, 1.74659, 3.97172], [0.65858, 2.03969, 2.63542], [1.95248, 2.72339, 2.24622], [3.17828, 2.23929, 3.02882], [1.78618, 4.23009, 2.49432], [-0.35712, 1.77369, 1.68782], [-0.14752, 1.79929, 0.31782], [0.05308, 2.92359, -0.36768], [-0.00722, 2.98649, -1.74938], [-0.08022, 1.92839, -2.57408], [-0.74862, 2.08189, -3.77078], [-0.17822, 1.79589, -5.04058], [-0.94082, 1.92749, -6.18628], [-2.25652, 2.34689, -6.15848], [-2.81862, 2.65169, -4.93488], [-2.10242, 2.52709, -3.75918], [-2.84632, 2.83299, -2.47828], [-3.17042, 4.32739, -2.38278], [-4.11912, 1.99139, -2.36698], [1.25888, 1.38709, -5.28258], [2.23818, 2.31089, -4.55568], [1.44988, -0.10851, -5.01338], [-4.73262, 0.57429, 0.79392], [-4.59892, 1.13469, 2.45902], [-3.75972, -0.33161, 1.93992], [-2.51352, 1.17429, 0.23532], [-3.45962, 3.33569, 2.19082], [-4.15582, 3.11749, 0.58412], [-2.46322, 3.59259, 0.75482], [-2.81602, 0.90839, 3.88402], [-0.94172, 1.04579, 5.46152], [1.22698, 1.89249, 4.68822], [2.13548, 2.55279, 1.18232], [3.25328, 2.74579, 3.99162], [4.08468, 2.44999, 2.46492], [3.13508, 1.16899, 3.19722], [1.53668, 4.41229, 3.54072], [0.98748, 4.64979, 1.88732], [2.70828, 4.75929, 2.26112], [0.12398, 3.87919, 0.16252], [0.00848, 3.99009, -2.18938], [-0.47472, 1.69619, -7.13568], [-2.83132, 2.45529, -7.06828], [-3.84762, 2.99049, -4.90848], [-2.21632, 2.56209, -1.63298], [-3.75602, 4.65759, -3.24098], [-2.25292, 4.91229, -2.35388], [-3.74082, 4.53799, -1.47948], [-4.88202, 2.29769, -3.08148], [-4.53922, 2.08639, -1.36898], [-3.87292, 0.94659, -2.53238], [1.45158, 1.52779, -6.35598], [1.91098, 2.49289, -3.53968], [2.28458, 3.26979, -5.07358], [3.23958, 1.88549, -4.53358], [1.00898, -0.40001, -4.06758], [2.50618, -0.36771, -5.01648], [0.95288, -0.68511, -5.79268], [1.46728, -4.20661, 6.61332], [2.30648, -3.24811, 5.76262], [3.61978, -3.95661, 5.39242], [2.64088, -1.99601, 6.58832], [1.58258, -2.81271, 4.49872], [2.25028, -2.01761, 3.57762], [1.61008, -1.58711, 2.44772], [2.63608, -0.63781, 1.16162], [0.24988, -1.84381, 2.10472], [-0.28542, -1.33501, 1.08212], [-0.38692, -2.73881, 3.03382], [0.28148, -3.16701, 4.16772], [-1.78982, -3.31701, 2.84622], [-2.67412, -2.91721, 4.04082], [-1.69652, -4.85211, 2.75702], [-2.48582, -2.83401, 1.58012], [2.01948, -4.50601, 7.50582], [1.22898, -5.10521, 6.04542], [0.54068, -3.73111, 6.93082], [4.14368, -4.30201, 6.28482], [4.27758, -3.27811, 4.85742], [3.41908, -4.81591, 4.75582], [3.19958, -2.25521, 7.48892], [1.72978, -1.47741, 6.87972], [3.24388, -1.31471, 5.99342], [3.28808, -1.75001, 3.71812], [-0.24682, -3.84151, 4.82522], [-2.31662, -3.34571, 4.97482], [-3.69932, -3.25881, 3.88782], [-2.67682, -1.83391, 4.14252], [-1.30452, -5.29321, 3.67172], [-1.03792, -5.12851, 1.93562], [-2.68082, -5.28311, 2.56982], [-2.48022, -1.75221, 1.54292], [-3.51532, -3.19861, 1.55762], [-1.97282, -3.18971, 0.69572], [5.41598, -1.15971, -1.20378], [5.01788, 0.52819, -1.06388], [6.03788, 1.36899, -0.67868], [5.81418, 2.73209, -0.55328], [4.53988, 3.22049, -0.83288], [3.54188, 2.37919, -1.24868], [3.72308, 0.98209, -1.41328], [2.67428, 0.16729, -1.93228], [7.02118, 0.95659, -0.49108], [6.61938, 3.39109, -0.25598], [4.33588, 4.27859, -0.72738], [2.55688, 2.77519, -1.44908], [2.95178, -0.86821, -2.12118], [2.20408, 0.63489, -2.77778], [-2.71712, -1.83871, -1.68798], [-0.77822, -1.78041, -2.01958], [-0.29042, -3.58541, -1.40468], [-0.93932, -2.17011, -3.92998], [-0.36372, -3.29281, -4.52148], [-0.60852, -3.64201, -5.83718], [-1.42982, -2.85051, -6.61998], [-1.96412, -1.69231, -6.07828], [-1.71892, -1.36461, -4.75768], [-3.09902, -2.85851, -1.68048], [-3.26522, -1.29791, -2.45378], [-2.96692, -1.38851, -0.73548], [-1.03452, -4.33901, -1.66358], [-0.18652, -3.57541, -0.32588], [0.66738, -3.91521, -1.79788], [0.28778, -3.92021, -3.93428], [-0.15922, -4.53581, -6.25948], [-1.63882, -3.12261, -7.64868], [-2.56622, -1.04061, -6.70058], [-2.14062, -0.44971, -4.36598]], "homo_energy_ev": [-0.57, -1.88], "lumo_energy_ev": [4.11, 4.10], "homo_lumo_gap_ev": [4.7, 6.0], "spin_multiplicity": 5, "total_charge": -2}

{"formula": "C55H76FNO4OsP2Si", "method": "ωB97M-V/def2-TZVPD", "symbols": ["Os", "C", "Si", "C", "C", "C", "C", "C", "C", "P", "C", "C", "C", "C", "C", "C", "C", "C", "C", "C", "C", "C", "C", "C", "C", "C", "C", "C", "P", "C", "C", "C", "C", "C", "C", "C", "C", "C", "C", "C", "C", "H", "H", "H", "H", "H", "H", "H", "H", "H", "H", "H", "H", "H", "H", "H", "H", "H", "H", "H", "H", "H", "H", "H", "H", "H", "H", "H", "H", "H", "H", "H", "H", "H", "H", "H", "H", "H", "H", "H", "H", "H", "H", "H", "H", "H", "H", "H", "H", "H", "H", "H", "H", "H", "H", "H", "C", "C", "C", "C", "C", "C", "C", "F", "C", "C", "C", "O", "C", "C", "N", "C", "C", "O", "O", "H", "H", "H", "H", "H", "H", "H", "H", "H", "H", "H", "C", "C", "O", "C", "C", "H", "H", "H", "H", "H", "H", "H", "H", "H", "H"], "positions_angstrom": [[0.38958, 0.17643, 0.08788], [4.03254, 1.29906, -0.83324], [2.90235, 0.24338, 0.22959], [3.02904, 0.79327, 2.01996], [4.19753, 1.40851, 2.47400], [4.35224, 1.74673, 3.80744], [3.31369, 1.51187, 4.70019], [2.13435, 0.93280, 4.26101], [1.98166, 0.56521, 2.92301], [0.51317, -0.33922, 2.32240], [0.71421, -1.93112, 3.19086], [-0.42619, -2.92776, 3.05370], [-0.33869, -3.94752, 4.19943], [1.11977, -4.26559, 4.57476], [2.03486, -4.08665, 3.36825], [2.06693, -2.61421, 2.92383], [-0.97242, 0.51837, 3.05350], [-2.28425, 0.22011, 2.29814], [-3.46150, 0.86462, 3.02715], [-3.70865, 0.23106, 4.40706], [-2.44188, -0.44552, 4.93441], [-1.19876, 0.37163, 4.58901], [3.60638, -1.45411, -0.04061], [4.90160, -1.79585, 0.34556], [5.44084, -3.01615, -0.02043], [4.69235, -3.88895, -0.80359], [3.40816, -3.55554, -1.19599], [2.85039, -2.33143, -0.80680], [1.12197, -1.80799, -1.12189], [0.35029, -3.48689, -1.33323], [0.42517, -4.43862, -0.11536], [-0.97510, -4.85750, 0.33517], [-1.67750, -5.66224, -0.76250], [-1.32289, -5.12184, -2.15333], [-0.98176, -3.63276, -2.07965], [0.88601, -1.14336, -2.83200], [1.15550, 0.35188, -2.96879], [0.81109, 0.81269, -4.38383], [1.63210, 0.05207, -5.45149], [2.47060, -1.06757, -4.83670], [1.63667, -1.96166, -3.92115], [5.03438, 0.92627, -0.58996], [3.99315, 2.35986, -0.59874], [3.91813, 1.15873, -1.90769], [5.00683, 1.61278, 1.77980], [5.27296, 2.20006, 4.15222], [3.41987, 1.78674, 5.74185], [1.34377, 0.77779, 4.98171], [0.70990, -1.56462, 4.22699], [-0.32432, -3.42334, 2.09599], [-1.40480, -2.45178, 3.04713], [-0.86038, -4.85845, 3.89803], [-0.87034, -3.56285, 5.07346], [1.19357, -5.27768, 4.97147], [1.45817, -3.60157, 5.37682], [1.68076, -4.72186, 2.55111], [3.04990, -4.41600, 3.59211], [2.31293, -2.55668, 1.85867], [2.85601, -2.07792, 3.45542], [-0.72115, 1.56689, 2.84841], [-2.44692, -0.85508, 2.18828], [-2.22815, 0.62085, 1.28725], [-4.35537, 0.79064, 2.40605], [-3.25284, 1.93447, 3.13627], [-4.52147, -0.49453, 4.35622], [-4.02961, 1.00241, 5.10945], [-2.35019, -1.45202, 4.52119], [-2.49940, -0.57207, 6.01612], [-0.34109, -0.06329, 5.09911], [-1.31732, 1.37502, 5.00570], [5.48720, -1.11216, 0.95319], [6.43874, -3.29133, 0.29587], [5.11009, -4.84120, -1.10422], [2.86143, -4.27900, -1.78625], [1.09745, -3.81837, -2.06202], [1.01380, -3.99778, 0.69217], [0.97054, -5.34045, -0.40750], [-1.56749, -3.97173, 0.57762], [-0.90780, -5.45044, 1.24849], [-2.75667, -5.61384, -0.60881], [-1.39995, -6.71507, -0.68730], [-2.15414, -5.27558, -2.84090], [-0.47255, -5.66883, -2.57443], [-1.78686, -3.10014, -1.58718], [-0.89302, -3.22832, -3.08931], [-0.19052, -1.27841, -2.97476], [2.19982, 0.57260, -2.74462], [0.55228, 0.93443, -2.25041], [0.97158, 1.88926, -4.46371], [-0.25912, 0.64752, -4.54216], [2.28269, 0.74032, -5.99074], [0.95968, -0.37672, -6.19671], [3.31318, -0.65138, -4.27599], [2.91203, -1.67791, -5.62552], [2.29510, -2.70958, -3.47755], [0.90450, -2.51181, -4.51722], [-6.32801, 2.50528, -2.95603], [-5.04707, 2.48193, -3.78019], [-4.82227, 3.72514, -4.62399], [-4.73812, 4.95699, -3.73444], [-3.78004, 4.73786, -2.59023], [-3.29641, 5.80572, -1.86956], [-2.38970, 5.60332, -0.83077], [-1.96858, 6.66362, -0.13936], [-1.90070, 4.36824, -0.51982], [-2.35730, 3.26085, -1.24468], [-1.83020, 1.94127, -0.99240], [-0.81549, 1.79684, -0.20259], [-2.45077, 0.86752, -1.62950], [-3.46721, 1.11485, -2.53983], [-3.87828, 2.32609, -2.86416], [-3.33752, 3.44316, -2.23935], [-2.23203, -0.57139, -1.28276], [-3.05545, -1.37924, -1.64707], [-1.20861, -0.93037, -0.52930], [-7.18337, 2.66645, -3.61353], [-6.31470, 3.30110, -2.21002], [-6.47344, 1.55624, -2.43869], [-5.03701, 1.59712, -4.41425], [-5.63157, 3.81739, -5.34723], [-3.89395, 3.60953, -5.18895], [-5.72246, 5.21905, -3.33913], [-4.40256, 5.81787, -4.31304], [-3.60813, 6.81700, -2.10287], [-1.18688, 4.24333, 0.27724], [-3.97301, 0.27360, -2.99710], [2.48765, 4.59248, -1.29704], [1.58449, 3.39400, -1.07465], [1.63318, 2.89247, 0.26532], [1.08469, 3.79344, 1.24059], [2.03051, 4.02565, 2.39601], [2.59272, 4.77503, -2.36777], [3.48209, 4.41191, -0.88676], [2.09327, 5.50461, -0.84916], [1.89871, 2.56482, -1.70731], [0.54972, 3.63416, -1.34166], [0.13822, 3.37433, 1.59374], [0.86854, 4.74871, 0.75930], [2.15697, 3.13213, 3.00326], [1.63224, 4.81671, 3.03438], [3.00742, 4.34665, 2.02912]], "homo_energy_ev": -13.52, "lumo_energy_ev": -6.54, "homo_lumo_gap_ev": 7.0, "total_charge": 2}